Entry from the Open Molecules 2025 dataset: 16 unconnected molecules or ions with the total composition C60H166N14O18 (wB97M-V/def2-TZVPD).

```
258
Properties=species:S:1:pos:R:3:forces:R:3
C -3.921314 -6.696305 -3.581909 0.0 -0.7 -0.7
H 5.361222 6.000054 -0.900258 -0.2 0.3 -0.1
H -7.490923 -4.110514 2.899183 -0.3 0.8 -0.2
C 1.826380 3.148269 -0.899890 -0.2 1.2 -0.7
H -4.794705 2.886345 7.489612 -0.2 -0.1 0.0
C -0.150761 0.280513 4.525024 1.0 1.2 -1.2
C -0.103552 4.507165 1.113710 1.4 0.0 1.3
N -2.773754 4.829554 -0.509818 0.7 1.7 0.3
C -2.667631 -7.437799 2.620182 0.6 0.6 -0.2
H 6.020854 7.139613 1.777833 -0.4 -0.5 0.5
C 3.562185 0.821001 3.159736 2.3 -2.2 -0.4
H -0.629292 -2.976220 -7.654272 0.0 0.0 0.7
H 2.552279 -5.618456 -3.173307 -0.1 -0.6 0.0
H 3.582190 3.075974 4.660016 0.3 -0.2 -0.8
C 2.079506 -3.622272 -2.846480 0.3 -0.4 0.0
H 2.994140 4.707341 -2.028511 -0.2 -0.4 0.3
H 5.646950 3.876567 -8.079493 -0.8 -0.4 -0.8
H 3.972146 8.378878 -0.164388 0.6 0.4 0.1
H 4.897913 -0.315627 0.091141 0.5 -0.8 0.1
H 2.243181 -2.190271 -4.159711 1.7 0.8 -1.9
H -2.954241 -5.955023 4.109517 -0.2 -0.2 0.5
O 3.937253 2.093503 2.802287 -0.3 1.2 0.3
H 2.957066 2.072671 -5.271370 -0.6 0.6 -0.2
H -2.267394 1.293281 -4.841008 -0.3 0.2 -0.2
C -4.125961 5.059367 -1.091187 -0.9 0.3 0.5
H 7.682716 7.331946 0.141817 -1.0 0.4 -0.2
H 9.024534 0.322177 -3.667685 -0.5 0.0 -0.2
H 8.437785 1.865028 -4.460627 0.0 -0.2 -0.9
H 0.399100 0.169507 0.532053 2.0 0.9 0.9
C 4.366381 2.893605 3.871342 1.1 -0.2 1.1
H 0.562324 4.500449 -2.054063 -0.1 -0.5 1.1
H -6.218576 -1.075234 4.677593 -0.9 1.7 0.1
C 8.465029 1.260660 -3.576319 0.1 0.8 1.6
H 2.933758 -4.435702 5.672161 0.1 0.3 -0.2
H 1.400541 -3.961237 -2.118350 -1.6 -0.4 0.8
H 3.264153 -4.567468 -4.375448 -0.5 0.1 0.4
H -4.633534 1.056105 7.745399 0.7 1.5 -0.2
H 4.629083 4.930174 5.155399 -1.2 -0.2 1.4
C 5.634402 7.267766 0.773600 -0.7 -1.7 -1.3
O -6.528537 -2.884995 -1.366933 -0.4 0.5 0.8
H 2.980055 4.828569 -0.270615 0.1 0.2 0.0
H -3.575905 -1.859968 5.955194 0.3 -1.0 1.2
H 1.359462 2.630338 -2.774049 0.0 -0.1 -0.6
H -2.919878 -4.659608 -2.041884 -0.3 0.1 0.1
H -5.435021 -4.625496 -1.386297 0.0 -0.2 -0.1
C -0.565066 -4.786369 1.156494 -0.8 1.0 -0.9
H -5.065238 -8.120634 -1.466070 -0.8 0.8 0.4
N 4.540401 0.208965 -2.438514 0.9 0.6 -0.4
H -5.525736 1.218055 2.092179 1.0 0.8 1.0
C 4.936251 -4.022961 -0.566382 -0.8 1.6 0.8
C 1.115559 2.116838 -6.523663 0.5 0.6 1.6
C -5.274931 4.685296 -0.078586 1.3 -1.7 -1.2
H -4.197721 -3.679291 2.972601 0.3 0.5 0.5
H -5.218347 3.978718 -2.658143 -1.0 0.4 -0.5
H -6.266460 4.718371 -0.560053 0.2 0.4 -0.1
O 7.111759 1.150207 -3.144738 0.3 -0.3 0.4
H 4.498536 -5.027605 3.957125 -0.4 1.0 0.0
H 1.374368 7.062958 1.488336 1.2 1.5 -0.4
H 0.917680 -5.033922 4.919061 0.1 0.3 -0.6
N 5.235885 5.104893 4.414533 1.3 0.2 -2.4
H 5.025515 -2.937021 -0.373064 -0.4 -0.1 -0.2
H -5.927177 1.133848 3.617895 -0.1 -0.2 0.8
H -0.810144 -4.835019 0.087360 0.0 0.6 -0.1
O 3.909199 2.782525 -7.757348 -0.7 -0.3 0.2
C 6.098837 3.809592 2.422172 1.3 -0.3 0.3
C -7.618269 -3.009329 3.051157 1.5 -0.9 0.9
N 1.781363 3.799161 -4.813401 -0.7 -0.6 -0.3
N -1.737235 -1.512086 -3.054206 1.5 -0.4 1.3
H -3.090982 -1.038422 -4.408292 -0.6 -0.1 -0.4
H 1.793694 -5.706822 3.576941 0.6 0.7 0.4
H 3.940592 4.191522 -6.303262 0.6 0.4 1.0
H -6.994268 -4.637933 -2.277391 -0.2 -0.1 -0.1
H -4.807458 -6.236630 -3.167956 -0.3 0.8 -0.1
O -6.305993 -2.424513 3.061467 -0.6 0.4 0.1
H -5.956631 -2.699726 5.044784 -0.2 -1.1 1.1
H -1.769398 -5.972791 -2.111021 0.7 -0.8 0.5
O -1.358722 -2.658083 -5.662574 0.4 -0.4 -0.7
H -4.249197 -7.313120 -4.452471 0.2 0.4 0.2
H 7.017729 -2.894924 5.045388 -0.5 0.2 -0.5
H -3.459692 1.018031 3.489067 0.3 -0.9 0.1
H 0.471774 -4.562318 1.266092 0.9 -0.1 0.1
H 7.540064 1.492649 -1.095317 -0.8 -0.2 -0.6
H -2.954733 2.748003 5.094001 0.6 0.0 -0.1
H 9.039996 1.896191 -2.868812 -0.2 -0.4 0.0
H -6.097260 4.238385 2.356341 0.0 0.0 -0.2
C 5.377863 1.052585 -1.544592 -0.5 -1.5 1.4
H 2.655267 1.744774 -2.248642 -0.8 0.5 0.4
H -1.435817 -4.436280 -3.036327 -0.5 -0.8 1.0
H 6.571367 4.700077 2.058491 0.0 0.5 -0.7
H 4.338515 0.290455 3.831742 -0.6 0.7 -1.2
H 0.730998 1.111014 2.747053 0.0 -0.4 -0.8
H 2.547776 4.349610 -4.428620 -0.5 0.2 -0.3
H 3.962270 -3.680217 2.814202 0.0 -0.4 1.4
O -3.423883 -7.557616 -2.601260 0.3 -1.3 0.4
H 4.889510 3.183591 -9.608839 0.0 -0.7 0.2
H 4.860801 -4.439714 0.429803 0.1 -0.6 0.0
H -0.052530 -2.267980 0.228969 0.1 0.3 0.1
C -2.208836 -6.366311 1.541554 0.2 -2.0 0.0
H -4.003948 -4.895311 -5.490254 0.6 0.1 1.0
H 1.111453 0.357593 -1.589031 -0.2 0.5 -0.4
O 0.366759 5.074375 -0.075987 -0.1 -0.7 -1.3
H 1.534159 -4.871854 -4.468242 -0.2 -0.3 0.2
H 5.157625 6.102493 4.173799 0.0 -0.8 -0.1
H 4.945330 0.343934 -3.366835 -0.3 -0.1 0.0
H -1.796817 -0.788151 -6.435633 -0.1 -0.2 0.3
H 1.463164 -1.752497 -2.892589 -0.5 1.4 1.1
C 2.705100 -3.918778 4.723676 1.2 -0.2 -0.2
H 4.097991 4.561813 2.610813 0.6 0.0 0.5
H -2.787093 -5.492559 1.630716 -1.2 1.2 0.3
C 2.135256 7.855273 1.139103 -1.3 0.7 1.4
H 0.318965 2.820848 -6.445644 -1.0 0.5 -0.3
H -2.059726 -6.169333 -4.538259 0.2 -0.3 -0.3
C -2.467010 -6.937490 4.094248 -0.8 1.5 -2.7
C -6.033268 5.299181 2.084034 -1.5 -1.4 -1.5
H 5.845168 3.121328 1.583883 0.1 0.7 0.7
H -0.363829 3.347550 -1.071199 -0.7 -0.4 0.4
H 5.837495 -4.258602 -1.056153 1.2 -0.8 -0.6
H -2.838825 -3.824929 -4.950227 -1.0 -1.6 0.6
H -8.094964 -2.914605 4.036860 -0.2 0.4 -0.4
C 3.201279 3.601751 -6.797161 -1.0 0.0 -1.8
H 3.047377 -2.007065 5.380109 -0.2 0.0 -0.2
H -1.449141 -6.718405 4.380954 0.4 -0.5 -0.1
H -0.760285 -1.497109 -2.702077 -0.7 0.6 -1.0
C 6.883524 0.861352 -1.762611 0.6 -0.8 0.5
H 0.986505 -4.217767 3.389056 -1.0 1.4 -1.2
H 6.460944 7.985437 -1.050017 0.5 0.5 1.3
O 3.809445 -4.352267 -1.331033 -0.3 0.2 -0.6
C -1.959415 0.698829 -3.992062 1.1 -0.8 -0.2
C 4.845963 0.742016 -0.076113 0.4 -0.6 -3.3
C -2.043670 -0.823181 -4.268518 -0.2 0.8 -0.3
H 4.583787 5.582634 0.507445 -0.3 -0.5 -0.3
H -2.625680 5.427760 0.339155 -0.8 -0.8 -0.7
C 3.252174 -3.262861 -2.054753 3.0 2.6 1.5
H 5.253328 2.393713 4.382624 -1.0 0.3 -0.3
H -4.330481 -1.224317 1.243441 -0.3 0.3 -0.3
H -2.971461 -7.646469 4.680684 -0.4 -0.7 1.3
H -3.671226 -0.418570 -0.009191 -1.0 0.0 0.9
H -4.212945 -0.412842 5.649921 0.7 -0.4 -0.7
H -6.598117 -0.870865 0.337429 0.6 0.1 0.1
C 2.348512 -4.739496 -3.757844 1.1 -0.7 -1.7
C -4.357419 -8.517906 -2.161465 -0.2 -0.6 -0.5
C -5.931707 0.286080 -1.278617 0.5 0.3 0.0
N -5.397930 1.723968 3.006639 -1.3 -0.5 -1.5
N 5.429418 5.943316 0.104984 0.0 0.9 1.7
H -1.468009 -1.048887 4.263425 -1.2 -0.4 0.3
C 0.486842 3.997420 -1.034718 2.2 1.3 -1.1
H -2.407348 3.153380 2.990620 0.3 -0.3 -0.5
H -3.164278 2.581926 1.482772 0.0 -0.7 -0.8
H 2.609166 4.391543 -7.411607 0.3 -1.2 1.0
H -2.616695 -2.854937 3.230718 -1.2 -0.6 1.1
H -1.075130 -8.603282 2.472666 0.9 -0.4 -0.3
H -0.764622 0.680935 5.283862 -1.3 0.2 1.0
C -6.118841 -4.057050 -2.027060 0.7 0.8 -0.4
N 1.730608 2.143147 -1.971432 0.9 -0.5 0.5
H 2.979396 -2.455444 -1.323604 -0.2 -0.6 -0.1
C 4.406231 8.172300 0.824596 0.5 -1.2 0.9
H -1.958702 -2.484379 -3.062118 -0.5 -0.7 -0.4
H 6.908421 3.382288 3.058489 -0.7 -0.2 -0.3
C 4.080612 -3.977415 3.918637 -0.2 0.7 -0.4
C -0.771920 -1.441559 0.288747 -1.2 0.7 -1.8
C -2.830697 -5.676176 -3.954317 -1.2 -0.9 1.0
C 2.283560 2.817963 -5.771231 1.6 -0.3 -1.5
O -5.157858 5.521045 1.010945 0.5 0.7 0.4
O -0.873099 -5.998451 1.703614 0.7 -1.8 1.5
H -5.113389 3.612667 0.180803 -0.1 0.4 0.3
H 1.056360 4.340969 -5.308937 0.8 0.2 0.7
H 4.029793 -2.625194 -2.672169 -0.8 -1.8 0.4
H 4.130513 4.511112 -8.762591 0.1 0.4 -0.4
H 7.142840 -0.198221 -1.495497 0.0 0.5 -0.4
H -4.073099 -1.055003 3.345217 -0.7 -0.1 -0.8
H -4.366441 6.102986 -1.265572 0.4 0.6 -0.2
H -3.869077 3.728841 2.541687 -1.5 2.2 -0.5
C -4.244316 1.985444 7.216277 -0.3 -1.5 -1.4
N 1.582631 -2.490025 -3.525710 -2.0 -0.6 -0.1
C -4.316594 -1.807642 4.087500 1.0 1.0 0.5
H -0.310637 -0.928783 -5.585151 1.1 0.3 0.4
H 1.300950 1.910870 -7.546698 0.5 -0.1 -0.9
H -3.649638 4.748892 -3.278003 -1.2 -0.1 1.1
H -2.403775 -9.204740 1.650562 0.8 0.3 0.9
O 0.239525 2.696923 3.881877 -0.6 -0.2 0.4
H -0.307394 -4.161208 -6.346385 0.5 -1.1 -0.1
H 6.904223 8.863061 0.603534 0.1 -0.2 -1.2
H 6.525471 -4.335374 4.210810 0.4 -0.2 -0.4
H -2.024424 5.271841 -1.105480 -1.2 -0.8 0.2
H 6.717208 -2.812602 3.268409 -0.3 0.0 0.0
O 5.008545 -3.043040 4.552897 -0.3 -0.5 -0.6
O 3.422025 7.468103 1.559193 -0.4 -0.2 -0.2
C -5.427450 -2.178661 -0.882428 2.1 0.4 1.0
H -4.780416 -2.720412 -0.115730 -1.2 -0.2 -0.6
C -4.034797 1.926891 3.431249 -0.3 -0.7 0.3
C 4.691661 3.588874 -8.623749 0.5 1.1 1.7
C 1.571883 -4.733801 4.073273 0.5 -1.7 1.9
H -3.169443 2.165430 7.391740 -0.3 -0.3 0.0
H 0.805115 0.146559 5.031881 0.4 0.1 -0.3
H 3.801064 0.901867 -0.028542 -1.2 0.7 -0.1
C -3.340922 2.847388 2.493407 1.7 0.3 1.6
H -3.867487 -9.282471 -1.585579 0.7 -0.3 0.0
H 3.489123 0.312073 2.170691 -0.3 -0.2 1.1
H -2.555692 0.897025 -3.112766 -0.3 0.2 0.1
N -2.057564 -8.766910 2.531592 -1.0 0.0 -1.2
H -3.529002 -3.750205 4.611538 0.4 0.1 0.0
H -3.724161 3.372899 -2.278986 0.5 -0.8 0.3
C -2.206475 -5.187741 -2.662679 0.8 2.2 -1.7
H 1.783958 -2.140166 4.267187 0.3 0.1 0.5
H -7.063090 5.645644 1.840398 0.5 -0.1 0.1
H -6.058377 1.119847 -0.633060 -0.5 1.4 0.1
H 1.869091 2.675965 0.101232 0.1 0.1 -0.5
H -5.658968 5.802466 2.908455 0.6 1.2 1.5
O -0.556211 -0.965071 4.020526 0.6 0.4 -0.4
H -1.018555 -1.187230 1.300679 -0.2 -0.4 0.8
H 1.167413 2.859470 3.712545 0.2 0.0 0.0
H 3.977914 3.623732 -1.030326 0.8 -0.6 0.0
C -1.320040 -1.274362 -5.553560 -1.1 1.1 0.1
H 1.918561 8.940362 1.507272 -0.1 -1.8 -0.2
C 4.922228 4.177761 3.276428 -1.5 0.5 0.4
C -3.618300 -3.107228 3.733257 0.6 0.1 -1.6
H 2.697937 0.722185 3.755036 -1.6 0.3 0.4
H -1.980610 -1.473201 -1.301474 0.0 0.1 -0.4
H 4.704762 -0.771364 -2.233388 0.0 0.0 0.2
C 6.379720 -3.255948 4.212777 -0.2 -0.5 1.0
H -1.049447 4.036051 0.924543 -0.3 -0.7 0.3
N 2.238966 -2.553604 5.091159 0.1 -1.0 -0.9
O -1.994637 -1.824685 -0.397331 0.7 -0.1 1.4
H -6.801436 0.117241 -1.907904 -0.1 -0.1 0.2
C 6.717877 7.904137 0.053887 2.4 1.5 -1.0
H 0.738539 1.215723 -6.058889 0.2 -0.3 0.3
H -5.574354 -3.719280 -2.929789 -0.1 -0.7 0.1
C -3.984001 2.514357 4.840090 0.3 0.3 0.5
N -3.643754 -1.183355 5.243532 -0.5 0.8 0.0
H -1.115126 -3.980170 1.665469 -0.1 0.1 -0.3
H 0.719034 3.876480 1.514410 -0.9 -0.4 -0.1
H 0.530871 -2.583396 -6.357580 1.0 0.0 0.0
H -1.041809 0.658010 -0.255959 0.7 -0.9 -0.5
C -0.085549 1.395061 3.391346 1.5 -1.0 1.4
H -1.010234 1.422229 2.863816 -0.8 0.1 -0.4
C 3.041300 4.120402 -1.092666 -1.8 0.1 0.5
H 2.089018 7.932767 0.060764 -0.1 -0.3 -0.5
H -4.519196 3.450768 4.950851 -0.4 0.4 -0.4
H 5.226722 2.051974 -1.863773 -0.6 1.2 0.1
C -5.663176 -0.778961 -0.261639 -1.0 -2.2 0.2
H -4.659360 -1.999211 -1.646706 -0.1 -0.2 -0.6
H -5.084616 0.529879 -1.921779 0.2 -0.3 0.0
H -0.214081 5.242437 1.912563 -0.2 0.4 -0.3
C -0.355018 -3.130738 -6.584568 -1.8 0.7 0.1
H 4.746014 9.026549 1.419513 -0.5 0.6 -0.5
H -4.941077 -9.057345 -2.950362 0.6 0.6 0.1
H -2.356625 -6.750556 0.500188 -0.1 0.0 0.6
H 5.312882 1.244043 0.688679 1.2 1.2 1.7
O -4.470397 1.621475 5.810745 -0.4 -0.3 1.3
N -4.522407 -0.442794 0.609129 0.6 0.2 -1.1
O 0.411475 -0.318094 -1.535087 0.1 0.1 1.2
C -5.796351 -1.959263 4.304932 0.8 -1.5 -1.8
H -3.725145 -7.628369 2.371003 0.1 0.5 0.5
H -0.920583 0.989994 -3.753125 -0.3 -0.2 0.0
N -3.497330 -4.604011 -4.629031 0.2 2.2 -2.0
H -8.128674 -2.536604 2.237093 -0.7 0.0 -0.2
C -0.211926 -0.121155 -0.261989 -2.0 -1.1 -0.7
C -4.237416 4.305182 -2.406256 1.8 0.0 -0.5
```
Positions in Å, forces in eV/Å.

The gap between HOMO and LUMO is 8.869 eV. The value obtained for the electronic energy is -122616.4995 eV. The HOMO energy is -8.5 eV. As for the spin multiplicity: 1.

Atomic partial charges in e from the Löwdin method, atoms 1 to 5:
1 C -0.21
2 H 0.07
3 H 0.10
4 C -0.36
5 H 0.08